Computed, not measured: a structure of composition Ag2Be4Cl7I, with ωB97M-V/def2-TZVPD.

Geometry (Å):
Be1 -1.51 -4.16 -4.87
Be2 1.39 -3.37 3.81
Be3 5.03 3.68 2.30
Be4 1.08 5.69 2.42
Ag1 -2.92 4.85 -1.78
Ag2 -2.16 -2.56 -1.16
Cl1 1.87 -1.39 3.34
Cl2 1.02 4.38 3.97
Cl3 -1.87 -5.85 -5.88
Cl4 0.33 -4.02 5.28
Cl5 -2.94 -3.46 -3.37
Cl6 0.11 -4.32 -3.96
Cl7 -1.23 6.02 -0.47
I1 1.79 4.50 0.37

Summary:
Total charge   +2
HOMO level   -13.3 eV
Kohn-Sham gap   1.2 eV

---

Computed, not measured: a structure of composition AgBr, with ωB97M-V/def2-TZVPD.

Geometry (Å):
Ag1 2.06 1.40 0.01
Br1 -2.06 -1.40 -0.01

Summary:
HOMO level   -7.4 eV
Kohn-Sham gap   3.3 eV

---

Computed, not measured: a structure of composition AgBr2I2, with ωB97M-V/def2-TZVPD.

Geometry (Å):
Ag1 0.29 -0.08 0.33
I1 -0.61 -0.84 2.95
I2 -2.06 1.35 -0.70
Br1 2.30 1.61 -0.66
Br2 0.08 -2.04 -1.92

Summary:
Total charge   -2
HOMO level (spin up / spin down)   -1.9 / -1.7 eV
Expectation value of S²   0.7579
Kohn-Sham gap (spin up / spin down)   6.9 / 4.5 eV
Spin multiplicity   2

---

Computed, not measured: a structure of composition AgH12O6, with ωB97M-V/def2-TZVPD.

Geometry (Å):
Ag1 0.13 0.12 0.04
O1 1.02 1.60 0.30
H1 0.38 2.29 0.03
H2 1.44 1.91 1.09
O2 -0.20 0.53 -1.83
H3 -0.81 0.04 -2.40
H4 -0.21 1.42 -2.26
O3 -0.95 -1.66 -0.26
H5 -1.03 -2.51 0.20
H6 -1.85 -1.32 -0.18
O4 1.75 -0.91 -0.65
H7 2.60 -1.09 -0.19
H8 1.56 -1.57 -1.32
O5 0.56 -0.51 1.74
H9 1.02 -1.36 1.86
H10 0.20 -0.22 2.60
O6 -1.54 0.88 0.34
H11 -2.27 1.11 -0.29
H12 -1.81 1.26 1.17

Summary:
Total charge   +2
HOMO level (spin up / spin down)   -17.0 / -16.6 eV
Expectation value of S²   0.7513
Kohn-Sham gap (spin up / spin down)   9.5 / 8.0 eV
Spin multiplicity   2
Energy relative to the best compared isomer or geometry (same formula, charge and spin)   2.100 eV

---

Computed, not measured: a structure of composition AgH12O6, with ωB97M-V/def2-TZVPD.

Geometry (Å):
Ag1 -0.13 0.06 0.08
O1 1.63 0.08 -0.83
H1 2.32 -0.07 -0.19
H2 1.91 -0.28 -1.69
O2 -0.94 0.84 -1.62
H3 -0.50 1.59 -2.03
H4 -1.72 1.06 -2.07
O3 -0.38 -1.66 -0.84
H5 -0.74 -1.53 -1.74
H6 0.32 -2.33 -1.03
O4 -1.75 -0.02 0.96
H7 -1.71 0.05 1.91
H8 -2.24 -0.81 0.80
O5 0.77 -0.98 1.54
H9 1.37 -0.42 2.07
H10 0.71 -1.89 1.89
O6 0.16 1.81 0.74
H11 -0.05 2.22 1.57
H12 0.98 2.28 0.48

Summary:
Total charge   +2
HOMO level (spin up / spin down)   -17.6 / -17.1 eV
Expectation value of S²   0.7513
Kohn-Sham gap (spin up / spin down)   10.2 / 8.5 eV
Spin multiplicity   2
Energy relative to the best compared isomer or geometry (same formula, charge and spin)   0.242 eV

---

Computed, not measured: a structure of composition AgI, with ωB97M-V/def2-TZVPD.

Geometry (Å):
Ag1 1.46 0.12 -0.22
I1 -1.46 -0.12 0.22

Summary:
Total charge   +1
HOMO level (spin up / spin down)   -15.5 / -15.2 eV
Expectation value of S²   0.7532
Kohn-Sham gap (spin up / spin down)   9.0 / 6.7 eV
Spin multiplicity   2
Energy relative to the best compared isomer or geometry (same formula, charge and spin)   0.105 eV

---

Computed, not measured: a structure of composition AlB4H16, with ωB97M-V/def2-TZVPD.

Geometry (Å):
Al1 0.04 0.93 0.44
B1 -0.54 -1.23 1.52
H1 -1.33 -0.62 1.94
H2 -0.58 -2.23 1.93
H3 -0.66 -1.12 0.45
H4 0.40 -0.80 1.81
B2 -2.09 -0.34 -0.43
H5 -2.63 0.35 -1.06
H6 -2.54 -1.31 -0.53
H7 -1.09 -0.52 -0.81
H8 -2.01 0.01 0.59
B3 0.87 -1.02 -0.97
H9 1.77 -0.43 -1.10
H10 0.85 -1.41 0.03
H11 0.07 -0.36 -1.25
H12 0.80 -1.78 -1.74
B4 1.78 2.36 -0.16
H13 1.97 1.30 -0.16
H14 2.58 2.97 -0.55
H15 0.91 2.54 -0.78
H16 1.45 2.70 0.81

Summary:
Total charge   -1
HOMO level   -4.4 eV
Kohn-Sham gap   5.0 eV
Energy relative to the best compared isomer or geometry (same formula, charge and spin)   3.897 eV

---

Computed, not measured: a structure of composition AlBH24O10, with ωB97M-V/def2-TZVPD.

Geometry (Å):
Al1 19.96 20.65 -8.85
B1 18.70 20.18 -6.80
H1 18.75 21.17 -7.21
H2 18.80 19.48 -7.62
H3 19.47 20.07 -6.05
H4 17.78 20.01 -6.26
O1 18.71 19.46 -4.64
H5 18.59 19.84 -5.51
H6 17.89 19.01 -4.46
O2 19.94 18.52 -8.22
H7 19.17 18.30 -7.69
H8 20.41 17.69 -8.30
O3 20.76 18.74 -4.22
H9 21.00 18.22 -4.98
H10 19.89 19.09 -4.44
O4 18.33 17.93 -6.56
H11 17.40 18.07 -6.39
H12 18.70 18.81 -6.68
O5 18.78 21.87 -5.28
H13 19.23 21.49 -4.53
H14 18.73 21.16 -5.91
O6 16.50 20.00 -7.60
H15 16.33 20.90 -7.87
H16 17.45 19.97 -7.47
O7 21.07 20.35 -6.91
H17 21.90 20.10 -6.51
H18 20.40 20.10 -6.27
O8 19.97 22.49 -7.31
H19 20.41 22.26 -6.48
H20 19.85 23.44 -7.27
O9 18.27 22.01 -8.74
H21 17.32 21.94 -8.85
H22 18.38 22.65 -8.03
O10 18.08 19.28 -9.12
H23 17.81 18.40 -9.37
H24 17.26 19.76 -8.98

Summary:
Total charge   +2
HOMO level   -16.5 eV
Kohn-Sham gap   3.3 eV
Energy relative to the best compared isomer or geometry (same formula, charge and spin)   13.940 eV

---

Computed, not measured: a structure of composition AlH10O5, with ωB97M-V/def2-TZVPD.

Geometry (Å):
Al1 -0.77 0.10 0.44
O1 0.82 -2.15 -0.27
H1 0.51 -3.06 -0.45
H2 1.78 -2.17 -0.46
O2 2.00 -0.12 1.11
H3 2.69 -0.66 0.69
H4 2.48 0.58 1.59
O3 -2.37 -2.16 0.30
H5 -2.60 -2.61 -0.55
H6 -2.83 -2.66 1.01
O4 -1.35 2.03 -1.46
H7 -2.32 2.21 -1.54
H8 -0.97 2.26 -2.34
O5 0.74 2.52 0.54
H9 1.56 2.81 0.09
H10 0.64 3.10 1.32

Summary:
Total charge   +3
HOMO level   -24.2 eV
Kohn-Sham gap   4.6 eV
Energy relative to the best compared isomer or geometry (same formula, charge and spin)   6.721 eV

---

Computed, not measured: a structure of composition AlH2O, with ωB97M-V/def2-TZVPD.

Geometry (Å):
Al1 0.30 -1.31 -1.30
O1 0.03 0.16 0.19
H1 -0.77 0.15 0.72
H2 0.44 1.01 0.39

Summary:
Total charge   +3
HOMO level   -32.6 eV
Kohn-Sham gap   6.9 eV
Energy relative to the best compared isomer or geometry (same formula, charge and spin)   0.000 eV

---

Computed, not measured: a structure of composition AlH2O, with ωB97M-V/def2-TZVPD.

Geometry (Å):
Al1 -3.53 0.22 -7.12
O1 -5.19 1.44 -7.62
H1 -5.92 1.34 -8.24
H2 -5.41 2.23 -7.13

Summary:
Total charge   +3
HOMO level   -32.5 eV
Kohn-Sham gap   6.8 eV
Energy relative to the best compared isomer or geometry (same formula, charge and spin)   0.045 eV

---

Computed, not measured: a structure of composition AlH44O22, with ωB97M-V/def2-TZVPD.

Geometry (Å):
Al1 23.70 12.71 0.49
O1 26.98 12.80 4.50
H1 27.48 12.18 5.03
H2 26.11 12.41 4.42
O2 23.24 10.02 -0.61
H3 22.85 9.70 -1.43
H4 23.32 9.24 -0.06
O3 24.08 15.29 1.83
H5 23.50 15.82 2.37
H6 24.96 15.61 2.04
O4 23.47 10.28 5.00
H7 24.36 10.26 4.64
H8 23.59 10.60 5.89
O5 20.25 11.77 3.72
H9 20.25 12.18 4.59
H10 19.64 11.04 3.81
O6 26.52 16.02 2.54
H11 27.15 15.71 3.19
H12 26.65 16.97 2.51
O7 20.21 16.11 0.43
H13 19.82 15.90 1.28
H14 20.05 17.05 0.31
O8 21.40 13.65 2.04
H15 20.97 12.97 2.57
H16 21.01 14.47 2.35
O9 25.15 14.84 -1.25
H17 26.09 14.99 -1.36
H18 24.74 15.47 -1.85
O10 26.53 13.45 1.32
H19 26.64 14.29 1.75
H20 27.36 12.99 1.48
O11 19.19 13.98 -0.44
H21 19.53 14.83 -0.18
H22 18.53 13.77 0.22
O12 22.13 10.47 2.14
H23 21.41 10.89 2.61
H24 21.98 9.54 2.26
O13 22.15 9.96 -3.16
H25 22.25 9.03 -2.95
H26 22.83 10.13 -3.81
O14 20.96 11.93 -0.42
H27 20.31 12.62 -0.58
H28 20.56 11.13 -0.75
O15 22.16 14.81 -0.81
H29 21.93 15.00 -1.72
H30 21.51 15.28 -0.30
O16 24.83 17.96 -0.16
H31 24.79 17.13 0.31
H32 24.35 17.80 -0.97
O17 23.45 7.99 1.15
H33 22.64 7.74 1.58
H34 23.99 7.19 1.15
O18 23.51 12.69 -2.72
H35 23.59 13.33 -3.43
H36 22.95 12.00 -3.07
O19 23.86 12.60 3.48
H37 23.31 11.87 3.77
H38 23.97 13.15 4.26
O20 25.18 10.44 1.81
H39 24.63 9.67 1.67
H40 25.73 10.21 2.56
O21 21.67 16.01 3.56
H41 21.43 16.92 3.39
H42 21.66 15.92 4.51
O22 26.06 11.51 -1.00
H43 26.17 11.55 -1.95
H44 26.94 11.33 -0.67

Summary:
Total charge   +3
HOMO level   -18.1 eV
Kohn-Sham gap   4.1 eV

---

Computed, not measured: a structure of composition ArH22NeO11, with ωB97M-V/def2-TZVPD.

Geometry (Å):
Ne1 -0.19 0.41 -0.41
Ar1 0.17 2.22 -2.54
O1 -1.37 4.35 -0.08
H1 -0.96 3.52 0.15
H2 -0.70 4.81 -0.59
O2 2.88 -0.97 1.41
H3 3.68 -1.20 1.90
H4 2.64 -1.78 0.95
O3 1.05 2.51 1.40
H5 1.84 2.94 1.73
H6 0.80 1.90 2.10
O4 -2.97 -0.89 -0.42
H7 -3.31 -0.58 0.42
H8 -2.92 -0.11 -0.96
O5 -2.08 -3.47 -0.76
H9 -1.52 -3.34 -1.52
H10 -2.35 -2.58 -0.51
O6 2.63 1.03 -0.50
H11 1.81 1.52 -0.36
H12 2.76 0.54 0.31
O7 0.54 -3.13 -2.67
H13 0.37 -3.08 -3.60
H14 0.94 -2.29 -2.45
O8 2.76 -1.48 -1.78
H15 2.99 -2.10 -1.09
H16 2.81 -0.62 -1.35
O9 -3.22 1.32 -2.10
H17 -3.33 2.23 -1.84
H18 -2.93 1.36 -3.01
O10 -1.57 -1.13 3.09
H19 -1.78 -0.88 3.98
H20 -2.20 -0.65 2.55
O11 0.96 0.19 3.08
H21 0.16 -0.34 2.98
H22 1.60 -0.23 2.50

Summary:
HOMO level   -9.9 eV
Kohn-Sham gap   9.9 eV
Energy relative to the best compared isomer or geometry (same formula, charge and spin)   0.206 eV

---

Computed, not measured: a structure of composition ArH24NeO12, with ωB97M-V/def2-TZVPD.

Geometry (Å):
Ne1 -0.31 -0.40 0.18
Ar1 -2.74 -2.37 0.51
O1 0.18 -2.66 -1.64
H1 0.47 -1.74 -1.66
H2 0.97 -3.16 -1.86
O2 -2.46 0.85 1.79
H3 -2.83 0.11 2.28
H4 -1.53 0.84 2.02
O3 -1.97 -0.87 -3.18
H5 -1.17 -0.56 -2.76
H6 -1.75 -1.75 -3.49
O4 0.97 -3.44 1.16
H7 0.48 -3.14 0.39
H8 1.87 -3.52 0.87
O5 0.50 1.51 2.82
H9 0.79 0.66 3.16
H10 1.23 2.10 2.99
O6 0.36 0.43 -2.42
H11 0.27 0.38 -3.37
H12 -0.14 1.20 -2.17
O7 1.28 -1.45 3.47
H13 0.61 -1.84 4.03
H14 1.24 -1.95 2.65
O8 3.79 -0.36 1.34
H15 3.53 -0.01 0.48
H16 3.82 -1.31 1.22
O9 -2.25 2.38 -2.15
H17 -2.67 1.85 -2.82
H18 -2.82 2.28 -1.38
O10 2.96 0.85 -1.21
H19 3.31 1.69 -1.53
H20 2.15 0.73 -1.71
O11 -3.97 1.91 -0.12
H21 -4.31 2.76 0.17
H22 -3.59 1.52 0.66
O12 1.22 2.53 0.32
H23 1.66 1.81 -0.13
H24 0.83 2.12 1.09

Summary:
HOMO level   -10.7 eV
Kohn-Sham gap   10.6 eV
Energy relative to the best compared isomer or geometry (same formula, charge and spin)   0.000 eV

---

Computed, not measured: a structure of composition ArH28O14, with ωB97M-V/def2-TZVPD.

Geometry (Å):
Ar1 9.27 17.16 10.47
O1 12.15 15.19 9.94
H1 11.74 15.81 9.34
H2 11.42 14.80 10.42
O2 8.51 15.69 14.00
H3 7.75 16.21 13.76
H4 9.12 16.32 14.39
O3 8.87 12.60 9.72
H5 9.37 11.90 9.30
H6 9.53 13.23 10.00
O4 9.82 14.10 12.01
H7 9.86 13.19 12.28
H8 9.19 14.50 12.61
O5 6.78 14.37 8.96
H9 7.51 13.84 9.28
H10 6.00 13.93 9.32
O6 11.45 19.32 7.72
H11 11.14 18.43 7.85
H12 11.49 19.69 8.60
O7 12.02 20.89 10.33
H13 11.74 20.19 10.92
H14 12.98 20.82 10.32
O8 8.31 15.71 7.05
H15 7.96 15.17 7.76
H16 7.75 16.48 7.03
O9 7.31 20.26 10.24
H17 6.53 19.76 10.02
H18 7.05 21.17 10.09
O10 5.49 18.09 9.80
H19 5.74 17.86 8.90
H20 5.87 17.39 10.34
O11 10.75 16.44 7.91
H21 11.27 15.76 7.48
H22 9.85 16.27 7.63
O12 11.92 18.26 11.74
H23 11.32 17.60 11.37
H24 12.65 18.28 11.12
O13 6.52 16.57 12.23
H25 5.63 16.86 12.46
H26 6.49 15.62 12.31
O14 8.10 19.16 12.68
H27 8.05 19.49 11.78
H28 7.67 18.30 12.65

Summary:
HOMO level   -10.3 eV
Kohn-Sham gap   9.8 eV
Energy relative to the best compared isomer or geometry (same formula, charge and spin)   0.740 eV

---

Computed, not measured: a structure of composition ArH28O14, with ωB97M-V/def2-TZVPD.

Geometry (Å):
Ar1 -0.03 0.24 -0.07
O1 -0.98 2.83 2.51
H1 -0.65 2.80 1.61
H2 -0.28 2.45 3.04
O2 -1.33 0.98 -3.39
H3 -0.50 1.07 -3.86
H4 -1.74 0.20 -3.76
O3 3.11 -0.56 0.37
H5 2.73 -0.50 -0.51
H6 2.50 -1.11 0.85
O4 1.83 2.55 -1.81
H7 2.64 2.71 -1.33
H8 1.80 3.24 -2.47
O5 -1.43 -3.85 -0.70
H9 -2.17 -3.29 -0.45
H10 -0.99 -3.36 -1.39
O6 -2.98 1.35 -1.06
H11 -2.41 0.91 -1.68
H12 -3.14 0.70 -0.37
O7 1.80 -2.42 2.00
H13 1.51 -3.32 1.84
H14 2.17 -2.45 2.88
O8 2.22 -0.12 -2.18
H15 2.82 -0.46 -2.85
H16 2.27 0.83 -2.28
O9 -0.18 -0.92 3.14
H17 0.53 -1.49 2.84
H18 0.25 -0.09 3.32
O10 0.19 -2.31 -2.70
H19 0.44 -1.44 -2.38
H20 0.11 -2.20 -3.65
O11 -2.49 -2.56 1.95
H21 -3.01 -1.80 1.70
H22 -1.68 -2.20 2.29
O12 3.01 1.91 2.13
H23 3.85 1.60 2.45
H24 2.82 1.36 1.36
O13 -0.29 3.27 -0.23
H25 -1.15 2.90 -0.41
H26 0.25 2.98 -0.96
O14 -3.53 -0.21 1.14
H27 -4.38 -0.64 1.22
H28 -3.49 0.40 1.87

Summary:
HOMO level   -10.2 eV
Kohn-Sham gap   9.8 eV
Energy relative to the best compared isomer or geometry (same formula, charge and spin)   1.095 eV

---

Computed, not measured: a structure of composition AsF6H24O12, with ωB97M-V/def2-TZVPD.

Geometry (Å):
As1 -0.29 0.18 -0.03
F1 1.20 -0.79 0.28
F2 -1.07 -1.27 -0.65
F3 -1.69 1.13 -0.41
F4 0.64 1.59 0.51
F5 0.32 0.51 -1.69
F6 -0.87 -0.21 1.62
O1 2.57 0.92 0.82
H1 2.72 1.04 -0.12
H2 1.77 0.38 0.86
O2 -2.78 2.33 -1.19
H3 -2.34 1.48 -1.21
H4 -2.18 2.91 -0.73
O3 2.51 1.04 -1.22
H5 2.81 1.69 -1.86
H6 1.57 1.00 -1.33
O4 1.73 2.90 -0.01
H7 1.33 2.87 -0.88
H8 1.10 2.47 0.56
O5 0.07 0.45 3.05
H9 -0.66 0.31 2.45
H10 0.32 -0.43 3.32
O6 -0.11 -3.18 -2.02
H11 0.11 -2.37 -1.56
H12 -0.21 -2.92 -2.94
O7 0.60 -2.66 0.44
H13 -0.10 -2.10 0.79
H14 0.33 -3.55 0.66
O8 -1.39 -1.16 -2.60
H15 -1.91 -1.93 -2.81
H16 -1.34 -1.16 -1.65
O9 2.10 -2.23 -1.08
H17 1.57 -2.08 -0.30
H18 2.14 -3.18 -1.17
O10 2.45 -1.17 1.75
H19 2.85 -0.37 1.42
H20 1.61 -1.22 1.31
O11 -3.32 0.78 1.48
H21 -3.83 0.35 0.80
H22 -2.70 0.11 1.79
O12 -2.56 2.80 1.45
H23 -3.12 2.03 1.39
H24 -1.95 2.71 0.72

Summary:
Total charge   -1
HOMO level   -5.5 eV
Kohn-Sham gap   6.5 eV
Energy relative to the best compared isomer or geometry (same formula, charge and spin)   29.416 eV

---

Computed, not measured: a structure of composition AsF6H26O13, with ωB97M-V/def2-TZVPD.

Geometry (Å):
As1 -0.28 0.53 -0.07
F1 -0.80 -1.05 0.72
F2 -1.01 1.29 1.44
F3 0.28 2.08 -0.61
F4 0.41 -0.39 -1.42
F5 -1.92 0.76 -0.79
F6 1.30 0.43 0.78
O1 0.70 5.04 -0.34
H1 0.57 4.19 -0.76
H2 0.07 5.62 -0.77
O2 2.27 -2.07 -2.31
H3 3.12 -1.65 -2.45
H4 1.70 -1.36 -2.00
O3 -0.80 -1.74 -3.40
H5 -0.88 -2.70 -3.37
H6 -0.31 -1.52 -2.61
O4 2.86 2.78 -1.50
H7 2.25 3.14 -2.15
H8 2.40 2.03 -1.13
O5 -2.70 -2.12 1.98
H9 -2.65 -1.81 2.89
H10 -1.97 -1.70 1.54
O6 -1.99 0.33 3.86
H11 -2.77 0.82 4.14
H12 -1.97 0.44 2.91
O7 2.03 1.40 4.26
H13 2.27 0.90 3.48
H14 2.66 1.12 4.92
O8 -2.49 2.31 -3.35
H15 -2.67 1.41 -3.10
H16 -2.48 2.79 -2.52
O9 0.34 -3.91 2.02
H17 0.13 -3.03 2.35
H18 0.94 -3.76 1.30
O10 1.15 -0.62 -5.04
H19 0.94 -1.25 -5.73
H20 0.45 -0.74 -4.39
O11 -2.43 -3.88 -0.49
H21 -2.82 -3.46 -1.26
H22 -2.65 -3.30 0.24
O12 2.26 -2.13 1.02
H23 1.62 -1.42 1.12
H24 2.98 -1.73 0.53
O13 -0.14 3.01 3.45
H25 0.68 2.58 3.66
H26 -0.63 2.37 2.94

Summary:
Total charge   -2
HOMO level (spin up / spin down)   1.1 / -4.7 eV
Expectation value of S²   0.7519
Kohn-Sham gap (spin up / spin down)   3.8 / 9.6 eV
Spin multiplicity   2
Energy relative to the best compared isomer or geometry (same formula, charge and spin)   0.682 eV

---

no.,E_tot (eV)
1,-105346.142
2,-74038.136
3,-160290.059
4,-16454.867
5,-16456.725
6,-12091.010
7,-9548.330
8,-28100.337
9,-16958.240
10,-8629.130
11,-8629.085
12,-52328.023
13,-40743.503
14,-42823.949
15,-43475.081
16,-43474.726
17,-102082.049
18,-104188.437